(1)
C17H32CeClN2O5P2 | ωB97M-V/def2-TZVPD

Geometry as ORCA input:
```
! RIJCOSX wB97M-V def2-TZVPD def2/J DEFGRID3
* xyz 2 2
Ce 0.3327 1.3013 -0.1224
Cl -0.1168 2.9749 1.7765
P 2.8218 -0.2688 -0.8760
P -1.5347 2.1994 -2.1887
O 0.8146 1.0122 -4.0286
O -3.8143 -2.1090 2.4562
O -2.2105 -1.5477 -1.5011
O 0.2889 -0.0634 1.8737
O 0.1071 -1.5230 -2.9614
N -1.2030 -0.5983 0.3357
N -2.5142 -2.5050 0.5769
C 0.8925 -2.7190 3.2340
C -2.7475 2.4495 -0.8137
C 0.7715 1.7369 -3.0617
C 2.7995 -1.9794 -1.5196
C 3.5681 -0.5993 0.7776
C -0.6879 -0.3616 4.7459
C -1.8255 -0.8651 3.8815
C 1.7251 2.8171 -2.7168
C -0.5538 -2.9281 2.8439
C -1.9959 -1.5368 -0.2874
C -1.5932 3.8369 -2.9820
C -2.7227 -2.0914 1.9116
C -1.4275 -1.6627 2.6010
C -0.7396 -0.7726 1.5846
C 4.2833 0.4267 -1.7382
C -2.5475 1.2039 -3.3109
C -0.0188 -0.6850 -2.1898
H -1.5391 3.7173 -4.0719
H 1.3244 -3.6872 3.5014
H -2.4963 -1.4907 4.4906
H -3.5684 1.6137 -3.3222
H -2.5382 4.3288 -2.7142
H -3.5336 3.1022 -1.2159
H -1.0678 0.4426 5.3901
H -0.2862 -1.1470 5.4023
H -2.4333 -0.0049 3.5550
H 0.0958 0.0521 4.0981
H -2.0906 1.2415 -4.3087
H 1.4824 -2.3184 2.4032
H -0.7588 4.4607 -2.6357
H 2.4727 2.5537 -1.9348
H 4.4004 1.4851 -1.4695
H 2.6101 -1.9860 -2.6006
H 3.2989 0.2060 1.4767
H 3.2042 -1.5542 1.1835
H 4.6623 -0.6377 0.6719
H 5.1881 -0.1161 -1.4314
H 4.1715 0.3459 -2.8267
H 1.9926 -2.5393 -1.0286
H -3.1998 1.5043 -0.4860
H -3.2765 -3.0298 0.1608
H -0.5867 -3.5078 1.9084
H -1.0675 -3.5266 3.6096
H 3.7555 -2.4843 -1.3182
H -2.2864 2.9404 0.0575
H 1.0017 -2.0644 4.1011
H 2.2983 3.0739 -3.6257
H -2.5829 0.1633 -2.9596
H 1.2016 3.7207 -2.3612
*
```

Summary:
**Largest force on an atom**: 0.1114 Eh/bohr
**Gap between HOMO and LUMO (alpha / beta)**: 0.2084 / 0.2097 Ha
**HOMO level (alpha / beta)**: -15.320 / -15.320 eV
**Calculated total energy**: -75381.0734 eV

(2)
C32H74F5N3O20PS6 | ωB97M-V/def2-TZVPD

Geometry as ORCA input:
```
! RIJCOSX wB97M-V def2-TZVPD def2/J DEFGRID3
* xyz 1 1
S 2.1385 2.5756 -1.8903
S 3.4260 -7.0860 -0.0299
S -1.4964 5.8208 -1.0859
S -2.8947 -2.7907 -5.7145
S 5.8632 5.5043 4.1098
S 1.4161 -1.0546 4.3220
P -2.9632 -4.9866 -3.6273
F -0.6328 -1.0776 -5.6158
F -1.9022 -1.1558 -7.6340
F -2.6979 1.1616 -6.8928
F -4.4097 -0.0377 -5.7478
F -2.3959 0.8340 -4.5494
O -0.3437 5.5611 -0.2487
O 3.0787 3.8946 -2.0637
O -4.2530 -2.9902 -6.4530
O 2.7815 1.6618 -0.9706
O -2.7851 6.1207 -0.1357
O 3.7907 -5.7228 0.2952
O 7.0955 6.5382 4.3667
O 1.8333 -2.2809 5.3097
O 2.0537 -7.5444 0.0076
O -1.4665 6.7972 -2.1537
O -5.4479 2.3625 0.5641
O 5.0958 5.9596 2.9692
O 0.7632 2.9961 -1.7213
O 5.2422 5.1936 5.3795
O -0.0863 -3.0100 -0.1650
O -1.9453 -2.3304 -3.2387
O 4.3442 -8.1046 0.8493
O 0.1821 -1.3940 3.6443
O 2.5920 -0.6140 3.6027
O -1.9384 -3.8907 -6.3230
N -1.2684 -0.1913 -0.1331
N -1.4415 -5.5964 -3.8253
N -4.4893 -1.7370 -2.1582
C 6.8033 7.9186 4.5273
C 3.1122 -8.5276 2.8977
C 6.2607 8.2133 5.9127
C -2.9326 -3.0385 1.4497
C 1.9444 -1.6864 -1.1502
C -4.8586 2.0335 -0.7426
C -3.0363 -3.0751 -3.8270
C -0.9731 -3.3964 -1.2561
C -2.8164 8.5215 0.2222
C -1.4914 -0.6836 -1.5091
C -4.5514 -2.6154 -3.4267
C 1.0559 0.1378 5.5885
C 3.8023 4.5069 0.1712
C -5.9231 -1.5704 -1.7303
C 4.3647 -7.9557 2.2613
C 2.3377 1.9429 -3.5382
C 1.9503 -3.5860 4.7622
C -3.5859 -2.4739 -1.1871
C 6.8439 4.1097 3.6109
C 3.2501 -3.7526 3.9983
C -3.8237 -2.0940 0.3943
C 1.3393 -3.1078 -0.5091
C -2.6850 7.1441 0.8437
C 3.0233 4.9054 -1.0678
C -2.0682 4.2777 -1.7549
C -4.5712 1.9950 1.6863
C -6.2815 -0.1799 -0.9471
C -2.0439 -2.2044 -1.7412
C -5.9037 1.1986 -1.7470
C -2.0480 -1.1449 -6.1300
C 4.1071 -7.4895 -1.6201
C -2.9448 0.1780 -5.7726
H 1.9207 -3.2305 0.5265
H -2.0605 -2.4513 1.9638
H -6.6723 -1.6499 -2.6545
H -2.8701 9.2922 0.9963
H 7.3572 4.3528 2.6789
H 3.0997 -1.5700 -0.9884
H 3.5462 -6.9380 -2.3775
H -4.5903 3.0420 -1.2723
H -0.4526 -0.6159 -2.0948
H -5.1960 -3.5822 -3.1639
H -3.7126 8.5815 -0.4037
H -6.8337 1.9109 -1.9115
H 3.3227 3.6673 0.6829
H 3.8632 5.3413 0.8755
H -4.9464 -2.3109 0.7417
H 4.5090 -6.9072 2.5406
H -3.6731 -0.9339 0.6346
H -6.1881 -2.5138 -1.0484
H 7.5601 3.8809 4.4022
H -3.8612 2.8539 2.0611
H -1.7532 7.0513 1.4106
H -2.1428 3.5474 -0.9474
H 1.9392 -4.2877 5.6042
H 3.1969 -8.5270 3.9881
H 6.9175 7.7980 6.6838
H -5.2655 1.7267 2.6183
H -1.3393 -0.8872 0.6317
H 1.8186 0.9840 -3.5968
H -2.1928 0.1016 -2.0721
H 3.4768 5.8048 -1.5001
H 5.2739 7.7619 6.0518
H -0.2718 -3.7393 -2.1594
H 1.9003 2.6504 -4.2447
H -5.3124 1.0123 -2.7397
H 3.4019 1.8022 -3.7358
H 6.1728 3.2616 3.4599
H -3.8015 -5.5255 -4.7052
H 2.9347 -9.5517 2.5542
H -3.3838 -5.4557 -2.3165
H -2.5701 -4.0521 0.9332
H 3.3903 -4.7939 3.6948
H -1.3424 3.9425 -2.4987
H -3.6423 -3.4015 2.3388
H -3.8332 1.4345 -0.6379
H -0.4274 0.4307 -0.0451
H -1.6360 -4.3599 -1.0176
H 1.9860 5.1540 -0.8220
H 4.0011 -8.5629 -1.7872
H 1.6361 -4.0401 -1.1511
H 0.2004 -0.2104 6.1699
H 4.1030 -3.4412 4.6099
H -3.5090 6.9917 1.5503
H 6.1640 9.2913 6.0696
H 5.1573 -7.1935 -1.6412
H -5.1135 -1.9648 -4.2199
H -3.9008 1.0522 1.5070
H 5.2361 -8.5102 2.6283
H -3.0390 4.4365 -2.2280
H 2.2308 -7.9388 2.6271
H -1.9590 8.7460 -0.4191
H 1.4396 -0.8167 -0.5099
H 0.8183 1.0860 5.1018
H -0.7897 -4.7986 -3.9909
H 7.7451 8.4624 4.3902
H -7.4660 -0.1745 -0.7993
H 1.5970 -1.5265 -2.2666
H -5.8470 -0.1869 0.1651
H 1.9364 0.2557 6.2227
H 4.8158 4.1880 -0.0929
H 3.2569 -3.1340 3.0960
H 1.0865 -3.8238 4.1333
H -3.9028 -3.6238 -1.2603
H -4.1244 -0.8159 -2.4852
H 6.1154 8.2645 3.7493
*
```

Summary:
**Largest force on an atom**: 0.1893 Eh/bohr
**Gap between HOMO and LUMO**: 0.2638 Ha
**HOMO level**: -11.112 eV
**Calculated total energy**: -167668.1469 eV

(3)
C8H11NOSi | ωB97M-V/def2-TZVPD

Geometry as ORCA input:
```
! RIJCOSX wB97M-V def2-TZVPD def2/J DEFGRID3
* xyz 0 1
Si 2.0052 -1.6923 0.5480
O 3.1621 0.5687 0.1830
N 1.1807 -0.2101 0.0327
C -0.9480 -0.9602 -0.9652
C -0.2884 -0.1888 0.0131
C -3.0373 -0.2848 0.1707
C 1.5707 2.0168 -0.8803
C -1.0154 0.4416 1.0326
C 1.9924 0.7818 -0.2162
C -2.3527 -0.9969 -0.8129
C -2.3795 0.4723 1.0851
H 2.2437 -1.3537 1.8963
H 2.4297 2.6410 -1.0940
H -0.6264 1.0729 1.8671
H -2.8513 -1.4793 -1.5773
H 0.9056 1.8696 -1.6851
H 3.2317 -1.8920 -0.0202
H -0.2332 -1.5437 -1.5637
H 0.9978 -2.6501 0.3442
H 0.8759 2.5643 -0.3017
H -2.8109 1.0785 1.7690
H -4.0524 -0.2558 0.1749
*
```

Summary:
**SMILES string**: CC(=O)N([SiH3])c1ccccc1
**Largest force on an atom**: 0.0844 Eh/bohr
**Gap between HOMO and LUMO**: 0.3696 Ha
**HOMO level**: -9.294 eV
**Calculated total energy**: -19888.6695 eV

- Which value of calculated total energy does entry 1 give?
  -75381.0734 eV

What did the third record say?
C8H11NOSi | ωB97M-V/def2-TZVPD

Geometry as ORCA input:
```
! RIJCOSX wB97M-V def2-TZVPD def2/J DEFGRID3
* xyz 0 1
Si 2.0052 -1.6923 0.5480
O 3.1621 0.5687 0.1830
N 1.1807 -0.2101 0.0327
C -0.9480 -0.9602 -0.9652
C -0.2884 -0.1888 0.0131
C -3.0373 -0.2848 0.1707
C 1.5707 2.0168 -0.8803
C -1.0154 0.4416 1.0326
C 1.9924 0.7818 -0.2162
C -2.3527 -0.9969 -0.8129
C -2.3795 0.4723 1.0851
H 2.2437 -1.3537 1.8963
H 2.4297 2.6410 -1.0940
H -0.6264 1.0729 1.8671
H -2.8513 -1.4793 -1.5773
H 0.9056 1.8696 -1.6851
H 3.2317 -1.8920 -0.0202
H -0.2332 -1.5437 -1.5637
H 0.9978 -2.6501 0.3442
H 0.8759 2.5643 -0.3017
H -2.8109 1.0785 1.7690
H -4.0524 -0.2558 0.1749
*
```

Summary:
**SMILES string**: CC(=O)N([SiH3])c1ccccc1
**Largest force on an atom**: 0.0844 Eh/bohr
**Gap between HOMO and LUMO**: 0.3696 Ha
**HOMO level**: -9.294 eV
**Calculated total energy**: -19888.6695 eV

- Which value of calculated total energy does entry 1 give?
  -75381.0734 eV